16
Properties=species:S:1:pos:R:3 method="wB97M-V/def2-TZVPD" multiplicity=1 gap_ev="8.19 / 7.95" e_homo_ev="-7.2455 / -7.0283"
C -0.732 -0.781 1.681
C -0.353 -0.210 0.314
C -0.140 1.323 0.366
C 0.643 0.086 -2.370
O 1.257 -0.600 -1.435
C 0.878 -0.845 -0.221
H -1.650 -0.313 2.052
H -0.893 -1.864 1.640
H 0.061 -0.579 2.411
H -1.175 -0.428 -0.392
H -1.084 1.872 0.292
H 0.338 1.587 1.316
H 1.134 0.057 -3.331
H -0.376 0.419 -2.220
H 1.610 -1.393 0.360
H 0.484 1.669 -0.462